Density functional theory data (wB97M-V/def2-TZVPD) for a molecular structure, C19H22IrN8S3.

Calculated values
total charge	+4
multiplicity	6
HOMO (spin up / spin down)	-19.69 / -19.90	eV
relative energy (zero: lowest compared OMol25 entry of this formula, charge and spin)	14.25	kcal/mol

XYZ file:
```
53
Properties=species:S:1:pos:R:3:mulliken_charge:R:1
Ir -0.1144 0.0272 -0.1133 1.05
N -2.6578 2.7960 0.9121 -0.18
C -2.3564 1.8858 1.8135 0.55
N -1.5538 0.8501 1.6255 -0.26
C -1.4402 0.1078 2.7693 0.43
C -2.2092 0.5704 3.8418 -0.52
S -3.0527 1.9676 3.4475 0.01
C -0.5094 -0.9544 2.8135 0.47
C -0.2772 -1.7704 3.9062 -0.46
S 0.9907 -2.8445 3.6332 -0.01
C 1.1878 -2.1624 2.0136 0.57
N 0.3224 -1.1946 1.7258 -0.26
N 2.1308 -2.6342 1.2193 -0.23
H -2.2789 2.7203 -0.0196 -0.01
H -3.2539 3.5815 1.1348 0.26
H -2.2876 0.1316 4.8267 0.37
H -0.8179 -1.7671 4.8419 0.40
H 2.7591 -3.3541 1.5485 0.26
H 2.3154 -2.2227 0.3210 0.05
N -1.3520 -2.5063 -2.3240 -0.23
C -0.0563 -2.3572 -2.4624 0.38
N 0.7011 -1.5373 -1.7353 -0.11
C 2.0062 -1.6016 -2.1428 0.09
C 3.0681 -0.8597 -1.6273 -0.28
C 4.3260 -1.0491 -2.1641 -0.58
C 4.5557 -1.9744 -3.2257 -0.60
C 3.5263 -2.7162 -3.7565 -0.56
C 2.2507 -2.5350 -3.2222 0.63
S 0.7996 -3.3041 -3.7041 -0.08
H -1.8509 -2.0324 -1.5843 0.13
H -1.8707 -3.1782 -2.8786 0.29
H 2.9022 -0.1243 -0.8473 0.44
H 5.1573 -0.4737 -1.7750 0.48
H 5.5567 -2.0839 -3.6245 0.48
H 3.7018 -3.4103 -4.5686 0.49
N -0.4364 1.5171 -1.5186 -0.73
C -0.5428 2.2864 -2.4023 0.90
N -0.6657 3.1327 -3.3450 0.04
C -1.1439 4.5127 -3.1074 -0.73
C -2.4397 4.7640 -3.8872 -0.48
C -2.2928 4.3840 -5.3563 -0.73
C -1.7803 2.9589 -5.5268 -0.53
C -0.4653 2.7671 -4.7634 -0.72
H -0.3690 5.1948 -3.4633 0.31
H -1.2849 4.6787 -2.0402 0.45
H -2.6899 5.8199 -3.7891 0.36
H -3.2496 4.1876 -3.4284 0.27
H -1.6420 5.0911 -5.8785 0.35
H -3.2594 4.4854 -5.8517 0.34
H -1.5986 2.7360 -6.5777 0.37
H -2.5163 2.2387 -5.1563 0.29
H 0.2886 3.4418 -5.1741 0.35
H -0.1049 1.7425 -4.8376 0.41
```

***

Density functional theory data (wB97M-V/def2-TZVPD) for a single C19H22N2O2S molecule.

Calculated values
multiplicity	1
SMILES	COc1cc2c(cc1OC)[C@@H](C)N(C(=S)Nc1ccccc1)CC2
HOMO	-7.84	eV
relative energy (zero: lowest compared OMol25 entry of this formula, charge and spin)	51.92	kcal/mol

XYZ file:
```
46
Properties=species:S:1:pos:R:3:mulliken_charge:R:1
C 5.6063 2.0922 0.0143 -0.93
H 6.6477 2.2374 -0.2699 0.26
H 5.5147 2.1768 1.1022 0.35
H 4.9924 2.8617 -0.4655 0.33
O 5.2735 0.8045 -0.4371 -0.48
C 4.0057 0.3276 -0.2048 1.42
C 3.0282 1.0731 0.4428 -0.41
C 1.7606 0.5662 0.6752 -0.31
C 1.4396 -0.7104 0.2399 0.09
C 2.4004 -1.4572 -0.4164 -0.72
C 3.6835 -0.9698 -0.6484 0.22
O 4.4911 -1.8488 -1.3036 -0.47
C 5.8226 -1.5296 -1.6379 -0.77
H 5.8778 -0.6676 -2.3058 0.27
H 6.2020 -2.4122 -2.1531 0.29
H 6.4291 -1.3384 -0.7504 0.26
H 2.1790 -2.4525 -0.7680 0.49
C 0.0818 -1.2740 0.5434 -0.74
N -0.9610 -0.2590 0.4242 0.20
C -2.2111 -0.6457 0.0757 0.33
S -2.6379 -2.2430 -0.0078 -0.33
N -3.0857 0.3635 -0.2326 -0.05
C -4.4683 0.2779 -0.4198 0.59
C -5.2715 -0.5989 0.3020 -0.21
C -6.6391 -0.6022 0.1016 -0.71
C -7.2249 0.2697 -0.8002 -0.45
C -6.4305 1.1606 -1.5019 -0.55
C -5.0623 1.1675 -1.3130 -0.53
H -4.4433 1.8642 -1.8633 0.31
H -6.8760 1.8521 -2.2020 0.36
H -8.2936 0.2597 -0.9523 0.37
H -7.2523 -1.2919 0.6621 0.36
H -4.8271 -1.2767 1.0110 0.43
H -2.6793 1.1977 -0.6345 0.17
C -0.6269 1.1443 0.5706 -0.77
H -0.5074 1.6098 -0.4213 0.33
C 0.6740 1.3486 1.3455 -1.43
H 0.5423 1.0112 2.3762 0.35
H 0.9109 2.4134 1.3692 0.41
H -1.4444 1.6477 1.0994 0.61
H -0.1608 -2.0608 -0.1812 0.82
C 0.0737 -1.9168 1.9378 -1.23
H 0.2974 -1.1878 2.7112 0.29
H -0.9030 -2.3522 2.1295 0.36
H 0.8217 -2.7036 1.9725 0.37
H 3.2504 2.0717 0.7845 0.46
```

***

Density functional theory data (wB97M-V/def2-TZVPD) for a molecular structure, C19H22N2O3S.

Calculated values
multiplicity	1
HOMO	-7.87	eV
relative energy (zero: lowest compared OMol25 entry of this formula, charge and spin)	385.12	kcal/mol

XYZ file:
```
47
Properties=species:S:1:pos:R:3:mulliken_charge:R:1
N -1.0442 1.1979 2.8668 -0.61
C -0.6416 0.5156 2.0659 -0.28
C -0.1497 -0.4629 1.0464 0.46
C -0.1026 -0.2056 -0.1529 0.55
N -0.4420 1.0713 -0.6565 0.01
C -0.4853 1.0438 -1.9893 -0.12
O -0.1190 0.1257 -2.6374 -0.68
C -0.8824 2.4243 -2.6118 0.80
C -0.1681 3.5438 -1.8643 -1.73
C -0.8801 3.8438 -0.4802 -0.73
C -2.1426 3.6917 -0.5053 0.02
C -2.8537 3.5993 -1.6577 -1.02
H -4.0035 3.7457 -1.2686 0.26
H -2.9110 4.4891 -2.3393 0.39
C -2.4178 2.4844 -2.3954 0.76
C -3.3171 2.3270 -3.6299 0.20
O -2.9103 2.9922 -4.6142 -0.63
O -4.5005 1.8045 -3.5490 -0.53
H -4.8932 1.9032 -4.6427 0.46
H -2.9451 1.4344 -1.8275 0.06
H -2.5778 4.0367 0.5707 0.21
H -0.2574 3.7085 0.3700 0.51
H -0.4375 4.3523 -2.5325 0.44
H 0.6816 3.1773 -1.7655 0.87
H -0.5556 2.4794 -3.8400 0.36
H -0.9098 1.6791 -0.2295 0.30
S 0.5188 -1.4691 -0.9129 -0.30
C 0.8324 -2.5534 0.2524 0.54
C 0.3614 -1.9089 1.6212 -0.02
C 0.5060 -2.3132 2.9481 -1.48
H 0.5598 -3.4431 2.8179 0.16
H -0.0813 -1.8646 3.5665 0.65
C 1.9214 -1.9130 3.4457 -0.67
C 3.1427 -2.0898 2.6597 -1.31
H 3.0397 -1.5063 1.7420 0.31
H 4.0047 -1.9536 2.8949 0.95
C 3.4139 -3.5236 2.0441 -0.35
H 2.4706 -4.4154 2.7930 0.10
C 2.9127 -3.9300 0.6184 -1.05
H 3.4119 -3.3522 -0.0172 0.57
H 3.0994 -4.8562 0.4224 0.64
C 1.2866 -4.1106 0.4038 -1.55
H 1.2789 -4.3003 -0.5828 0.50
H 0.8772 -4.4945 1.1743 0.87
H 4.4500 -3.9854 2.2170 0.32
H 2.0320 -2.2847 4.3957 0.51
H 1.8273 -0.7346 3.7659 0.31
```

***

Density functional theory data (wB97M-V/def2-TZVPD) for a single C19H22N2O3S molecule.

Calculated values
multiplicity	1
SMILES	COc1cccc(CNC(=O)c2ccc3c(c2)N(C)CCS3)c1OC
HOMO	-7.55	eV
relative energy (zero: lowest compared OMol25 entry of this formula, charge and spin)	48.24	kcal/mol

XYZ file:
```
47
Properties=species:S:1:pos:R:3:mulliken_charge:R:1
C -0.1521 0.3490 4.0497 -0.65
H 0.8218 0.8018 3.8337 0.32
O 0.0061 -0.9822 4.5009 -0.50
C 0.5909 -1.8459 3.5951 0.38
C 1.7879 -2.4520 3.9548 -0.39
C 2.4176 -3.3263 3.0907 -0.73
C 1.8641 -3.5906 1.8510 -0.87
C 0.6542 -3.0238 1.4812 0.91
C 0.0032 -2.1578 2.3636 0.44
O -1.2095 -1.6001 1.9755 -0.32
C -2.3139 -1.9870 2.7750 -0.92
H -2.1633 -1.7356 3.8272 0.34
H -3.1729 -1.4422 2.3859 0.26
H -2.4944 -3.0633 2.6888 0.30
C 0.0403 -3.3164 0.1322 -1.20
N -0.2119 -2.1024 -0.6075 -0.11
C 0.6179 -1.6562 -1.5818 0.21
O 1.5051 -2.3388 -2.0580 -0.68
C 0.3107 -0.2763 -2.0563 0.34
C -0.1020 0.7133 -1.1736 -0.56
C -0.3779 2.0173 -1.5936 0.11
C -0.2296 2.2895 -2.9657 0.82
C 0.2094 1.3045 -3.8411 -0.82
C 0.4916 0.0301 -3.3999 -0.91
H 0.8404 -0.7329 -4.0765 0.46
H 0.3224 1.5642 -4.8829 0.38
S -0.5607 3.8603 -3.7084 -0.19
C -1.3514 4.7076 -2.3114 -0.68
C -0.6023 4.3657 -1.0340 -0.66
N -0.8167 2.9781 -0.6960 0.11
C -0.9206 2.6549 0.7044 -1.28
H -1.3877 3.4911 1.2226 0.42
H -1.5600 1.7813 0.8359 0.37
H 0.0532 2.4588 1.1720 0.41
H -0.9841 4.9843 -0.2180 0.39
H 0.4662 4.5940 -1.1679 0.33
H -1.3079 5.7729 -2.5308 0.46
H -2.3906 4.3848 -2.2471 0.33
H -0.1666 0.4750 -0.1245 0.65
H -0.8873 -1.4760 -0.1988 0.19
H -0.9056 -3.8556 0.2597 0.24
H 0.7237 -3.9212 -0.4671 0.54
H 2.3666 -4.2505 1.1609 0.41
H 3.3510 -3.7861 3.3767 0.39
H 2.2102 -2.2129 4.9184 0.48
H -0.7793 0.4118 3.1567 0.16
H -0.6283 0.8866 4.8678 0.33
```

***

Density functional theory data (wB97M-V/def2-TZVPD) for a molecular structure, C19H22N2O3S2.

Calculated values
multiplicity	1
HOMO	-8.38	eV
relative energy (zero: lowest compared OMol25 entry of this formula, charge and spin)	435.25	kcal/mol

XYZ file:
```
48
Properties=species:S:1:pos:R:3:mulliken_charge:R:1
C 8.1948 -3.4356 -1.6702 -0.78
H 8.8524 -4.0879 -1.3242 0.34
O 7.0039 -3.5536 -0.6990 -0.46
C 5.9938 -2.7990 -1.0288 1.16
C 5.0082 -2.8777 -0.2287 -0.43
C 3.9693 -2.1506 -0.1646 0.18
C 3.7992 -1.2634 -1.2488 0.78
C 4.5869 -1.4455 -2.3016 -1.50
C 5.8146 -2.1314 -2.1712 -0.64
H 6.5135 -1.9073 -2.9383 0.35
H 4.4786 -0.8758 -2.9581 0.70
C 2.4583 -0.8413 -1.4554 0.04
C 1.2812 -0.4983 -0.8759 0.12
C 0.1766 0.2594 -1.0116 0.34
O 0.0867 0.8322 -2.2336 -0.72
N -0.7013 0.3294 -0.1138 0.13
C -0.6033 -0.3511 0.8615 0.65
S -1.6020 -0.6337 2.1758 -0.30
S 0.8186 -1.3492 0.9357 -0.41
C -1.9638 1.0653 -0.2410 -1.18
C -1.9789 2.2639 0.3808 -0.51
C -3.1005 3.1385 0.3705 0.52
O -3.2530 4.0140 -0.4743 -0.71
N -4.2279 2.8816 1.0810 0.00
C -4.6316 1.4882 1.8657 -1.02
H -3.6506 1.2494 2.0994 0.66
C -5.5438 0.8844 1.2669 -0.90
C -6.9582 1.3708 1.2685 -0.88
C -6.5447 2.6987 0.2212 -0.34
C -5.5738 3.6510 0.7435 -1.54
H -5.4110 4.2633 0.0597 0.70
H -5.9185 3.9322 1.5650 0.61
H -7.6162 3.2009 0.1000 0.34
H -6.3282 2.3053 -0.8951 0.30
H -7.5844 0.8169 0.7112 0.44
H -7.3208 1.7793 2.2921 0.29
H -5.7782 -0.1330 2.0433 0.19
H -5.1166 0.4618 0.6582 0.99
H -4.8260 2.1637 2.8870 0.15
H -1.0335 2.8757 0.2171 0.40
H -1.8175 2.3215 1.5696 0.33
H -2.6676 0.4654 0.1465 0.51
H -1.9906 1.2633 -1.4434 0.26
H 2.4440 -0.0085 -2.4596 0.08
H 3.2027 -2.4290 0.6407 0.01
H 5.1295 -3.4243 0.8299 0.15
H 7.8292 -3.7670 -2.7392 0.30
H 8.5205 -2.3243 -1.9260 0.28
```

***

What are the F_max values for these records? In order: 0.0191, 0.0162, 0.2947, 0.0117, 0.3872 hartree/bohr.